Record 1
Molecular formula: C36H55BiGeNOS7SbSi3Te
Method: DFT, ωB97M-V/def2-TZVPD

Positions of all 107 atoms, in Å:
Bi -0.22708 -0.23287 -1.30749
O -6.06649 -0.74734 -5.18463
C -4.98949 -0.57512 -4.66075
S -4.43525 0.96705 -4.00984
C -2.86162 0.43560 -3.43247
C -2.59175 -0.86823 -3.61003
S -1.09833 -1.71067 -3.22007
S -3.80306 -1.85251 -4.41357
S -1.83987 1.65929 -2.72463
S 1.49462 -4.62172 3.23340
Sb 2.18132 -2.71620 2.19702
S 0.21097 -2.45442 0.33460
S 1.22516 -0.85293 3.34011
C 1.36809 3.07476 -3.97230
Si 2.07280 1.38809 -4.38557
C 1.01560 0.59093 -5.71525
C 3.78013 1.73118 -5.11572
Ge 2.23239 -0.10496 -2.51318
Si 3.03018 -2.20619 -3.30803
C 3.87428 -3.09623 -1.88436
C 4.28241 -1.97208 -4.69527
C 1.71900 -3.36265 -3.97455
Si 4.06417 0.73584 -1.22053
C 4.19515 -0.03564 0.47323
C 4.00498 2.60632 -0.99289
C 5.67925 0.36556 -2.12712
H 1.45647 3.71814 -4.85442
H 1.89478 3.55860 -3.14817
H 0.31356 3.00734 -3.70890
H 0.70640 1.32834 -6.46182
H 0.11524 0.15845 -5.27272
H 1.56045 -0.20898 -6.22455
H 3.65543 2.30066 -6.04249
H 4.33261 0.81972 -5.34935
H 4.38596 2.33115 -4.43198
H 4.82831 -2.63891 -1.61512
H 4.06060 -4.13938 -2.15667
H 3.24234 -3.09174 -0.99205
H 5.09644 -1.30082 -4.41857
H 3.80383 -1.57586 -5.59391
H 4.71363 -2.94735 -4.94325
H 0.99809 -3.63958 -3.20278
H 2.20733 -4.27524 -4.33127
H 1.15835 -2.91620 -4.79720
H 3.38301 0.29645 1.12709
H 5.14507 0.24678 0.93857
H 4.14542 -1.12466 0.43450
H 3.53682 2.85366 -0.03978
H 3.44470 3.11926 -1.77428
H 5.02290 3.00768 -0.98978
H 5.90080 -0.70289 -2.14595
H 6.48890 0.86919 -1.58965
H 5.67851 0.72818 -3.15658
Te -1.12907 -0.95021 1.83108
C -1.67187 -2.35884 3.33726
C -1.71608 -1.86378 4.63559
C -2.06736 -2.70299 5.67882
C -2.33346 -4.04610 5.43577
C -2.23523 -4.54383 4.14826
C -1.90397 -3.69968 3.09445
C -2.86159 -1.53763 0.52755
C -3.10357 -2.84452 0.10490
C -4.22395 -3.15820 -0.65027
C -5.11548 -2.16450 -1.03230
C -4.85055 -0.85047 -0.68565
C -3.72971 -0.54369 0.07954
H -1.46126 -0.83344 4.83983
H -2.11196 -2.30748 6.68645
H -2.58481 -4.70804 6.25622
H -2.38307 -5.59885 3.95475
H -1.78322 -4.11583 2.10675
H -2.39390 -3.62831 0.32605
H -4.38430 -4.18367 -0.96223
H -5.98046 -2.40567 -1.63823
H -5.49843 -0.05173 -1.02549
H -3.52895 0.50153 0.27504
C -4.59958 -0.16471 3.99084
C -3.39619 0.72873 4.11490
C -2.97966 1.20588 5.33449
C -1.85286 2.06905 5.40032
C -1.44598 2.62533 6.74347
C -1.16489 2.44074 4.27926
C -1.54634 1.97666 2.95645
C -2.66004 1.04599 2.95769
N -1.05461 2.25522 1.77632
C 0.02859 3.19133 1.50036
C 1.38612 2.88044 2.16631
C 0.24498 3.08992 -0.01355
C -0.41677 4.62562 1.82118
H -5.10804 -0.27101 4.95044
H -4.31200 -1.16051 3.64344
H -5.30841 0.23472 3.26093
H -3.50118 0.92734 6.24459
H -1.75961 1.96521 7.55407
H -1.90914 3.60128 6.91590
H -0.36479 2.75396 6.80617
H -0.35386 3.14211 4.38870
H -3.17836 0.99107 2.01244
H 1.53740 1.80063 2.22604
H 1.47923 3.29817 3.16671
H 2.19645 3.30853 1.56622
H 0.63607 2.09446 -0.25368
H 0.96485 3.83231 -0.36789
H -0.70429 3.23320 -0.53553
H -0.69562 4.71767 2.87236
H -1.28718 4.88716 1.21574
H 0.38446 5.34253 1.61216

As for the LUMO energy: 4.0 eV. The charge is -2. For the energy above the lowest of the compared OMol25 structures with the same formula, charge and spin, the calculation gives 0.0 kJ/mol. As for the total energy: -217435.07913 eV.


Record 2
Molecular formula: C3H3CuLi2O3
Method: DFT, ωB97M-V/def2-TZVPD

Positions of all 12 atoms, in Å:
O -0.70112 -2.18468 -1.44246
Li -0.33808 -2.30429 0.86804
C 0.04283 -1.25043 -1.03391
O -0.08778 0.00440 -1.40578
C 0.95832 1.00027 -1.04693
H 0.83702 1.81202 -1.79025
H 1.90142 0.51854 -1.36632
Li -0.17005 1.86199 0.67043
C -1.27032 -0.18524 1.63100
O -0.42284 0.46742 2.33537
Cu 1.49732 -0.09834 1.19312
H -2.24671 0.35834 1.38769

As for the LUMO energy: -0.8 eV. As for the total energy: -54346.83380 eV.


Record 3
Molecular formula: C4H12O2
Method: DFT, ωB97M-V/def2-TZVPD

Positions of all 18 atoms, in Å:
C 2.51419 -0.99597 2.30017
O 1.51652 -1.82805 1.68478
C 2.26719 -0.48827 3.76800
H 2.61819 -0.18573 1.48479
H 3.46062 -1.76866 2.17689
H 1.25435 -1.41948 0.89902
H 1.42472 0.21878 3.76095
H 3.12540 -0.34873 4.42507
H 1.82515 -1.42500 4.11786
C -2.44677 0.85761 -2.24952
O -1.24125 1.36385 -1.64604
C -2.56935 1.12284 -3.78296
H -3.19996 1.45560 -1.67599
H -2.50425 -0.23585 -2.05319
H -0.94554 0.84567 -0.89524
H -3.22697 2.11978 -4.00003
H -3.00372 0.26281 -4.42895
H -1.62172 1.21701 -4.33523

As for the LUMO energy: 0.4 eV. For the energy above the lowest of the compared OMol25 structures with the same formula, charge and spin, the calculation gives 225.2 kJ/mol. The SMILES is CCO.CCO. As for the total energy: -8435.17960 eV.